# 1
The following is a DFT calculation (wB97M-V/def2-TZVPD) of a structure of composition C27H23HfI2N5O2 at a distorted geometry.

```
60
Properties=species:S:1:pos:R:3:forces:R:3
Hf 0.3472 -0.0621 -0.1192 0.7 -2.8 -0.7
C 3.2190 3.2860 0.6373 0.0 0.0 0.0
C 2.5731 2.0297 0.1851 -0.2 0.0 0.5
N 1.5172 1.5377 0.7465 0.1 0.1 0.1
N 0.9670 2.1531 1.8316 -0.2 0.5 0.5
C -0.1385 1.5653 2.2088 0.7 0.5 0.0
O -0.6312 0.5568 1.5114 0.0 0.3 0.6
C -0.7985 2.0026 3.4308 -0.3 -0.1 0.2
C -0.1214 2.8200 4.3439 0.0 0.0 -0.2
C -0.7331 3.1805 5.5282 0.0 0.0 0.0
C -2.0222 2.7393 5.8080 0.0 0.0 0.0
C -2.7049 1.9437 4.8971 -0.1 0.0 0.1
C -2.0959 1.5678 3.7147 0.1 0.0 -0.2
C 3.1598 1.1563 -0.8415 0.2 -0.2 -0.2
C 4.1651 1.5971 -1.6872 -0.1 0.1 0.2
C 4.7760 0.6963 -2.5450 0.0 -0.2 0.0
C 4.3931 -0.6334 -2.4829 0.1 0.1 0.0
C 3.3644 -0.9900 -1.6293 -0.1 -0.2 0.1
N 2.7150 -0.1247 -0.8480 -0.2 0.2 0.2
H 2.9141 3.4943 1.6594 0.0 0.0 0.0
H 2.8938 4.1276 0.0187 0.0 0.0 0.0
H 4.3030 3.2136 0.5751 0.0 0.0 0.0
H 0.8761 3.1599 4.1075 0.0 0.0 0.1
H -0.2098 3.8025 6.2413 0.0 0.0 0.0
H -2.4949 3.0205 6.7397 0.0 0.0 0.0
H -3.7140 1.6221 5.1176 0.0 0.0 0.0
H -2.6279 0.9589 2.9935 0.0 0.0 0.0
H 4.4623 2.6359 -1.6609 0.0 0.0 0.0
H 5.5535 1.0164 -3.2252 0.0 0.0 0.0
H 4.8793 -1.3880 -3.0848 0.0 0.0 0.0
H 3.0776 -2.0305 -1.5488 0.0 0.0 0.0
I -4.6373 -0.8418 -5.4611 0.3 0.1 0.2
C -3.0175 -0.3529 -4.2231 -0.3 -0.1 -0.2
C -3.1724 0.6472 -3.2678 0.0 0.0 -0.1
C -2.0920 0.9539 -2.4663 0.4 0.4 0.6
I -2.1333 2.2452 -0.7986 -0.6 0.2 -0.5
C -0.8666 0.3079 -2.6025 -0.9 0.2 -0.8
O 0.1933 0.6842 -1.8529 -0.1 0.6 -1.0
C -0.7634 -0.7646 -3.4839 0.3 0.0 0.3
C 0.4443 -1.6332 -3.2560 -0.1 0.2 -0.1
N 0.3977 -2.0624 -1.8158 0.1 0.1 0.2
C -0.7265 -2.9897 -1.6099 -0.1 0.0 0.1
C -1.2023 -3.0097 -0.1899 0.1 -0.1 -0.1
C -2.0560 -4.0247 0.2118 0.0 0.0 0.1
C -2.5319 -4.0441 1.5090 0.1 0.0 -0.1
C -2.0992 -3.0533 2.3801 0.0 0.0 0.0
C -1.2470 -2.0806 1.9141 0.0 -0.1 0.2
N -0.8056 -2.0219 0.6334 0.0 0.1 0.2
C -1.8334 -1.0789 -4.3062 0.0 0.0 -0.1
H -4.1159 1.1625 -3.1556 0.0 0.0 0.0
H 1.3633 -1.0697 -3.4137 0.0 0.0 0.0
H 0.4449 -2.4992 -3.9206 0.0 0.0 0.0
H 1.2427 -2.5936 -1.6260 0.0 0.0 0.0
H -0.4716 -4.0054 -1.9214 0.0 0.0 0.0
H -1.5608 -2.6706 -2.2361 0.0 0.0 0.0
H -2.3367 -4.7916 -0.4978 0.0 0.0 0.0
H -3.2109 -4.8195 1.8369 0.0 0.0 0.0
H -2.4181 -3.0291 3.4120 0.0 0.0 0.0
H -0.8991 -1.3154 2.5874 0.0 0.1 -0.1
H -1.7530 -1.9043 -5.0029 0.0 0.0 0.0
```
Positions in Å, forces in eV/Å.

Energy relative to the best compared isomer or geometry (same formula, charge and spin) in kcal/mol: 14.6
LUMO in eV: -6.925
Total charge: +2
Highest occupied orbital energy in eV: -13.39
Gap between HOMO and LUMO in eV: 6.47

These are the Mulliken partial charges, in e, on atoms 1 to 5: atom 1 (Hf): 1.4489, atom 2 (C): -1.5908, atom 3 (C): 0.8795, atom 4 (N): 0.7458, atom 5 (N): -1.0321

***

# 2
The following is a DFT calculation (wB97M-V/def2-TZVPD) of the ion C2H3INOS with charge +1 at a distorted geometry.

```
9
Properties=species:S:1:pos:R:3:forces:R:3
C -0.2713 0.3229 -0.1237 -0.8 -2.0 -1.8
C -0.3788 -0.9906 -0.2610 -2.2 -0.2 -0.2
N 1.1015 0.7682 0.0019 -0.3 2.4 0.8
O -1.5957 -2.5094 1.2147 -0.9 -0.8 0.5
S -1.4167 -2.3160 -0.2035 2.2 2.3 0.2
I -1.6266 1.8631 -0.6857 0.5 -0.6 0.5
H 1.6811 -0.0182 0.2863 0.5 0.3 0.5
H 1.0404 1.6324 0.5742 0.7 -0.9 1.1
H 1.4660 1.2477 -0.8031 0.3 -0.5 -1.5
```
Positions in Å, forces in eV/Å.

Energy relative to the best compared isomer or geometry (same formula, charge and spin) in kcal/mol: 9.6
LUMO (spin up / spin down) in eV: -5.958 / -5.955
Total charge: +1
Highest occupied orbital energy (spin up / spin down) in eV: -13.91 / -13.91
Gap between HOMO and LUMO (spin up / spin down) in eV: 7.95 / 7.96

These are the Mulliken partial charges, in e, on atoms 1 to 5: atom 1 (C): 0.2225, atom 2 (C): -0.4040, atom 3 (N): -0.3093, atom 4 (O): -0.3429, atom 5 (S): 0.4949

***

# 3
The following is a DFT calculation (wB97M-V/def2-TZVPD) of a structure of composition C17H14Cl3FN3OsSSi.

```
41
Properties=species:S:1:pos:R:3:forces:R:3
Os 0.2403 0.0161 0.0420 0.1 -0.1 0.3
N -1.6410 -0.9606 0.4667 -0.1 0.0 0.0
C -1.5133 -2.3866 0.7661 0.1 0.2 -0.1
C -2.5739 -3.1349 1.1692 -0.1 -0.2 0.0
C -2.4005 -4.5101 1.4504 0.0 0.1 0.0
C -1.1757 -5.0957 1.3113 0.0 0.0 0.0
C -0.0607 -4.3283 0.8915 0.0 -0.2 0.0
C 1.2390 -4.8615 0.7183 -0.1 -0.1 0.0
C 2.2606 -4.0511 0.3175 0.0 0.1 0.0
C 2.0002 -2.6849 0.1040 0.0 -0.1 0.0
N 0.8057 -2.1593 0.2600 0.1 -0.1 0.0
C -0.2351 -2.9627 0.6305 0.0 0.2 -0.1
H -2.0683 -0.4997 1.2739 0.0 0.0 0.0
H -2.2719 -0.8184 -0.3261 -0.1 -0.1 0.1
H -3.5512 -2.6792 1.2781 0.0 0.0 0.0
H -3.2531 -5.0926 1.7700 0.0 0.0 0.0
H -1.0414 -6.1502 1.5163 0.0 0.0 0.0
H 1.4088 -5.9146 0.9068 0.0 0.0 0.0
H 3.2606 -4.4309 0.1662 0.0 0.0 0.0
H 2.7941 -2.0118 -0.1972 0.0 0.0 0.0
S 4.0848 2.0485 -1.5413 0.3 0.1 -0.1
C 2.8225 1.3678 -0.9591 -0.5 -0.3 0.2
N 1.8402 0.8315 -0.5059 0.3 0.1 -0.1
Cl 0.3098 1.5057 -3.4862 0.0 0.1 0.0
Si -0.5935 0.1801 -2.2456 -0.1 0.2 -0.1
Cl -0.4080 -1.7004 -3.0636 0.0 -0.1 0.0
Cl -2.6272 0.5984 -2.2657 0.1 0.0 0.0
F -2.6345 -2.7439 5.1028 0.0 0.0 0.0
C -1.8726 -1.8717 4.4298 -0.1 0.0 0.1
C -0.5607 -2.2038 4.1584 0.1 0.1 0.0
C 0.2082 -1.3064 3.4343 0.0 -0.1 0.1
C -0.3132 -0.0847 2.9930 0.1 0.1 -0.1
C 0.4894 0.7987 2.1335 -0.2 -0.1 -0.4
C -1.6409 0.2241 3.3233 -0.1 0.1 0.1
C -2.4296 -0.6655 4.0357 0.1 0.0 0.0
H -0.1617 -3.1449 4.5126 0.0 0.0 0.0
H 1.2398 -1.5518 3.2058 0.0 0.0 0.0
H 1.5652 0.6712 2.2373 0.0 0.1 0.1
H 0.2048 1.8471 2.1237 0.0 0.0 0.1
H -2.0520 1.1836 3.0263 0.0 0.0 0.0
H -3.4507 -0.4340 4.3076 0.0 0.0 0.0
```
Positions in Å, forces in eV/Å.

<S²>: 6.048
Energy relative to the best compared isomer or geometry (same formula, charge and spin) in kcal/mol: 1.3
LUMO (spin up / spin down) in eV: -3.821 / -5.321
Total charge: +1
2S+1: 5
Highest occupied orbital energy (spin up / spin down) in eV: -10.84 / -11.82
Gap between HOMO and LUMO (spin up / spin down) in eV: 7.01 / 6.50

These are the Mulliken partial charges, in e, on atoms 1 to 5: atom 1 (Os): 1.2078, atom 2 (N): -0.1594, atom 3 (C): 0.8130, atom 4 (C): -0.4988, atom 5 (C): -0.7360

***

Number 1: electronic energy -57415.975 eV. Number 2: electronic energy -24585.037 eV. Number 3: electronic energy -83788.862 eV.